C50H54N5O2P2ReSSe | wB97M-V/def2-TZVPD

The geometry in ORCA input format:
```
! RIJCOSX wB97M-V def2-TZVPD def2/J DEFGRID3
* xyz 1 2
Re -0.648 -0.121 -0.251
C -0.470 -1.344 2.850
P -0.741 -2.125 1.214
C 0.571 -3.379 1.191
C 0.345 -4.688 0.782
C 1.365 -5.624 0.856
C 2.613 -5.257 1.334
C 2.850 -3.946 1.722
C 1.836 -3.007 1.646
C -2.266 -3.078 1.439
C -2.318 -4.046 2.444
C -3.490 -4.744 2.679
C -4.619 -4.485 1.912
C -4.574 -3.527 0.913
C -3.401 -2.823 0.677
C 0.334 -0.114 2.646
C 1.058 0.644 3.499
C 1.427 1.842 2.798
C 0.921 1.761 1.549
C 1.036 2.695 0.393
P -0.358 2.291 -0.699
C 0.067 2.723 -2.401
C 1.237 2.176 -2.924
C 1.580 2.406 -4.245
C 0.751 3.169 -5.056
C -0.426 3.697 -4.546
C -0.771 3.476 -3.220
C -1.641 3.462 -0.167
C -2.786 3.059 0.512
C -3.691 4.005 0.975
C -3.458 5.354 0.766
C -2.309 5.766 0.102
C -1.403 4.827 -0.355
N 0.236 0.530 1.398
H 0.002 -2.052 3.531
H -1.461 -1.102 3.249
H -0.630 -4.987 0.420
H 1.182 -6.641 0.536
H 3.405 -5.992 1.398
H 3.826 -3.652 2.085
H 2.036 -1.984 1.944
H -1.438 -4.263 3.036
H -3.522 -5.492 3.460
H -5.533 -5.033 2.096
H -5.451 -3.325 0.313
H -3.375 -2.072 -0.099
H 1.281 0.404 4.525
H 1.996 2.666 3.195
H 1.971 2.533 -0.152
H 0.979 3.737 0.710
H 1.879 1.571 -2.294
H 2.492 1.980 -4.644
H 1.021 3.349 -6.088
H -1.081 4.282 -5.179
H -1.700 3.877 -2.836
H -2.978 2.011 0.691
H -4.576 3.682 1.506
H -4.167 6.088 1.125
H -2.118 6.819 -0.054
H -0.502 5.157 -0.859
O -2.656 0.099 -0.405
N -3.188 0.457 -1.546
N -2.386 0.290 -2.496
O -1.193 -0.240 -2.279
C -2.726 0.634 -3.847
C -1.803 0.340 -4.837
C -2.114 0.692 -6.141
C -3.313 1.324 -6.431
C -4.218 1.612 -5.416
C -3.931 1.271 -4.106
H -0.868 -0.138 -4.585
H -1.410 0.472 -6.931
H -3.547 1.597 -7.450
H -5.153 2.105 -5.643
H -4.622 1.491 -3.306
C 7.112 1.347 -2.011
N 5.671 1.267 -1.807
C 4.979 0.500 -2.824
C 5.111 1.473 -0.583
S 3.794 0.583 -0.039
N 5.677 2.452 0.169
C 6.300 3.631 -0.408
C 5.412 2.553 1.590
H 7.459 0.394 -2.417
H 7.620 1.515 -1.066
H 7.387 2.138 -2.712
H 5.283 0.874 -3.803
H 3.904 0.603 -2.708
H 5.228 -0.562 -2.761
H 6.160 3.646 -1.484
H 7.368 3.683 -0.181
H 5.820 4.518 0.013
H 5.104 1.588 1.980
H 4.617 3.278 1.791
H 6.322 2.885 2.091
C 1.682 -7.149 -2.983
C 1.538 -5.718 -2.550
C 2.624 -4.972 -2.140
C 2.512 -3.638 -1.745
C 3.786 -2.945 -1.345
C 1.252 -3.031 -1.758
Se 1.226 -1.098 -1.505
C 0.125 -3.779 -2.149
C -1.278 -3.240 -2.178
C 0.294 -5.098 -2.539
H 2.707 -7.496 -2.864
H 1.406 -7.269 -4.032
H 1.032 -7.804 -2.401
H 3.607 -5.431 -2.118
H 4.440 -2.833 -2.213
H 4.323 -3.552 -0.615
H 3.626 -1.962 -0.909
H -1.450 -2.497 -1.406
H -1.994 -4.050 -2.032
H -1.499 -2.762 -3.136
H -0.582 -5.665 -2.836
*
```

Summary:
- Electronic energy: -161155.38446 eV
- Highest occupied orbital energy (spin up / spin down): -9.62 / -9.63 eV
- ΔE to the lowest compared entry with this formula, charge and spin: 0.0000 eV
- ⟨S²⟩: 0.76
- Gap between HOMO and LUMO (spin up / spin down): 6.39 / 6.31 eV